{
  "formula": "C21H52ClIN3O4PS",
  "method": "wB97M-V/def2-TZVPD",
  "e_tot_ev": -76027.9368,
  "largest_force_ev_per_a": 1.1,
  "total_charge": 0,
  "elements": ["O", "S", "O", "C", "C", "C", "I", "O", "P", "O", "Cl", "H", "H", "H", "H", "H", "H", "H", "C", "C", "N", "C", "C", "C", "C", "H", "H", "H", "H", "H", "H", "H", "H", "H", "H", "H", "H", "H", "H", "H", "C", "C", "N", "C", "C", "C", "C", "H", "H", "H", "H", "H", "H", "H", "H", "H", "H", "H", "H", "H", "H", "H", "C", "C", "N", "C", "C", "C", "C", "H", "H", "H", "H", "H", "H", "H", "H", "H", "H", "H", "H", "H", "H", "H"],
  "xyz": [[-2.81598, -4.73925, 1.94435], [-2.77193, -6.11607, 2.34804], [-3.79850, -6.93247, 1.38706], [-5.01806, -6.23598, 1.05616], [-6.22989, -7.18323, 1.07875], [-5.91519, -8.67400, 1.00606], [-5.48301, -9.48611, 2.93401], [-1.32980, -6.63221, 1.66687], [-0.51630, -8.02903, 2.05956], [-1.19315, -9.00851, 0.96555], [-1.45557, -8.65810, 3.78112], [-4.89205, -5.84430, 0.04976], [-5.20256, -5.40625, 1.73165], [-6.77548, -7.01122, 2.00533], [-6.90629, -6.89321, 0.27575], [-6.79410, -9.20773, 0.66493], [-5.07037, -8.87875, 0.36036], [-0.48138, -9.35283, 0.41595], [-0.30007, -3.78484, -0.41542], [0.76144, -2.80421, 0.05698], [0.69775, -1.52394, -0.62251], [1.86025, -0.68684, -0.39611], [2.13293, -0.19048, 1.03022], [-0.58490, -0.84735, -0.56718], [-1.17637, -0.53417, 0.81352], [-0.26057, -3.90734, -1.49931], [-0.13327, -4.75876, 0.04437], [-1.30453, -3.46802, -0.13530], [1.74594, -3.23649, -0.14290], [0.68377, -2.70580, 1.15195], [1.79684, 0.17792, -1.06381], [2.73851, -1.24813, -0.73291], [1.43831, 0.59375, 1.32997], [3.13729, 0.23554, 1.08250], [2.08133, -0.99751, 1.76151], [-1.31138, -1.45198, -1.11592], [-0.50462, 0.07798, -1.14461], [-1.11825, -1.38448, 1.49384], [-2.23293, -0.27824, 0.70689], [-0.68706, 0.31866, 1.28179], [-1.07852, 6.10892, 4.12345], [-0.88836, 5.08852, 3.01114], [-2.05036, 4.24524, 2.80746], [-1.78548, 3.09106, 1.96862], [-1.39553, 3.33341, 0.50446], [-3.29702, 4.94469, 2.55349], [-3.35649, 5.90496, 1.35724], [-1.38741, 5.62012, 5.04812], [-0.13846, 6.62919, 4.31048], [-1.82197, 6.86412, 3.86628], [-0.05230, 4.43814, 3.28191], [-0.58289, 5.61907, 2.09442], [-2.65686, 2.43144, 1.99815], [-0.97963, 2.52266, 2.44498], [-2.24936, 3.64224, -0.09719], [-1.01732, 2.40541, 0.06951], [-0.61050, 4.08363, 0.40320], [-3.55475, 5.50947, 3.45297], [-4.08929, 4.19847, 2.45734], [-2.48233, 6.55563, 1.31027], [-4.23495, 6.54685, 1.44854], [-3.44268, 5.37848, 0.40807], [6.20949, 4.16172, -5.07799], [5.49444, 3.97658, -3.74796], [4.25661, 3.23061, -3.86652], [3.42520, 3.29747, -2.67930], [3.96264, 2.67889, -1.38281], [4.36721, 1.92373, -4.49043], [5.32239, 0.90025, -3.86060], [5.54205, 4.60543, -5.81760], [7.06383, 4.82687, -4.94730], [6.58905, 3.21990, -5.47549], [5.24736, 4.96482, -3.35110], [6.19702, 3.52210, -3.03039], [2.45649, 2.84701, -2.91331], [3.21267, 4.35457, -2.48964], [3.93691, 1.59006, -1.41246], [3.33733, 2.99093, -0.54326], [4.98246, 2.99725, -1.16472], [4.66855, 2.07231, -5.53042], [3.36528, 1.49212, -4.55017], [6.28942, 1.34016, -3.61299], [5.50560, 0.08938, -4.56831], [4.90966, 0.45000, -2.95899]],
  "lowdin_charge": [-0.39, 0.85, -0.40, -0.23, -0.28, -0.63, 0.78, -0.62, 0.48, -0.32, 0.21, 0.12, 0.11, 0.08, 0.11, 0.04, 0.05, 0.05, -0.09, -0.27, -0.20, -0.25, -0.08, -0.24, -0.08, 0.08, 0.06, 0.06, 0.12, 0.10, 0.10, 0.11, 0.05, 0.07, 0.07, 0.10, 0.11, 0.07, 0.08, 0.03, -0.09, -0.28, -0.20, -0.25, -0.07, -0.25, -0.08, 0.08, 0.07, 0.06, 0.12, 0.10, 0.11, 0.10, 0.06, 0.05, 0.07, 0.10, 0.11, 0.07, 0.07, 0.05, -0.09, -0.28, -0.20, -0.25, -0.08, -0.25, -0.08, 0.08, 0.07, 0.06, 0.12, 0.10, 0.11, 0.11, 0.04, 0.07, 0.07, 0.10, 0.11, 0.07, 0.07, 0.05]
}